No. 1
Molecular formula: IO2S2
Method: DFT, ωB97M-V/def2-TZVPD

Each line ends with the natural charge from an NBO analysis.
Cartesian coordinates (Å):
I (2.69, -0.04, -0.03)  -0.24
S (0.20, 0.13, 0.10)  1.59
S (-0.28, 2.01, -0.08)  -0.51
O (-0.11, -0.50, 1.36)  -0.92
O (-0.20, -0.61, -1.42)  -0.92

Summary:
Charge ... -1
Energy above the lowest of the compared OMol25 structures with the same formula, charge and spin ... 121.8 kJ/mol
Largest force on an atom ... 0.13493 hartree/bohr
DFT total energy ... -1244.58197 Eh
Frontier orbital gap ... 0.2752 Ha
E_LUMO ... 2.75 eV
SMILES ... O=S(=O)([S-])I


No. 2
Molecular formula: IO4V2
Method: DFT, ωB97M-V/def2-TZVPD

Each line ends with the Mulliken charge.
Cartesian coordinates (Å):
I (0.87, 0.86, 0.98)  0.11
V (-0.93, 2.43, -0.64)  1.34
V (1.37, -2.03, 0.89)  1.40
O (0.43, -2.70, 2.02)  -0.50
O (-2.40, 1.58, -0.79)  -0.50
O (0.83, -2.29, -0.50)  -0.43
O (-0.16, 2.16, -1.95)  -0.41

Summary:
Charge ... +1
Energy above the lowest of the compared OMol25 structures with the same formula, charge and spin ... 112.6 kJ/mol
Largest force on an atom ... 0.12329 hartree/bohr
DFT total energy ... -2486.29874 Eh
Frontier orbital gap ... 0.2880 Ha
E_LUMO ... -6.63 eV


No. 3
Molecular formula: N2
Method: DFT, ωB97M-V/def2-TZVPD

Each line ends with the natural charge from an NBO analysis.
Cartesian coordinates (Å):
N (0.00, 0.00, 0.89)  0.00
N (0.00, 0.00, -0.89)  0.00

Summary:
Charge ... 0
Energy above the lowest of the compared OMol25 structures with the same formula, charge and spin ... 993.7 kJ/mol
Largest force on an atom ... 0.28289 hartree/bohr
DFT total energy ... -109.17410 Eh
Frontier orbital gap ... 0.3281 Ha
E_LUMO ... -2.90 eV


No. 4
Molecular formula: N2O2S
Method: DFT, ωB97M-V/def2-TZVPD

Each line ends with the natural charge from an NBO analysis.
Cartesian coordinates (Å):
S (2.13, 0.59, 0.06)  0.73
O (-0.26, -0.31, 0.60)  -0.37
O (3.27, -0.25, -0.07)  -0.73
N (-2.13, -0.77, -0.65)  -0.05
N (-1.22, -0.55, -0.05)  0.43

Summary:
Charge ... 0
Energy above the lowest of the compared OMol25 structures with the same formula, charge and spin ... 428.7 kJ/mol
Largest force on an atom ... 0.07436 hartree/bohr
DFT total energy ... -658.04570 Eh
Frontier orbital gap (alpha / beta) ... 0.2836 / 0.2835 Ha
E_LUMO (alpha / beta) ... -1.01 / -1.04 eV
SMILES ... N#[N+][O-].O=S


No. 5
Molecular formula: N2O2S
Method: DFT, ωB97M-V/def2-TZVPD

Each line ends with the natural charge from an NBO analysis.
Cartesian coordinates (Å):
S (2.11, -1.20, -0.03)  0.68
O (-0.57, 0.73, -0.49)  -0.34
O (2.72, 0.04, 0.48)  -0.68
N (-1.62, 0.42, -0.09)  0.42
N (-2.64, 0.01, 0.12)  -0.08

Summary:
Charge ... 0
Energy above the lowest of the compared OMol25 structures with the same formula, charge and spin ... 411.1 kJ/mol
Largest force on an atom ... 0.04154 hartree/bohr
DFT total energy ... -658.05239 Eh
Frontier orbital gap (alpha / beta) ... 0.2855 / 0.2860 Ha
E_LUMO (alpha / beta) ... -1.53 / -1.51 eV
SMILES ... N#[N+][O-].O=S


No. 6
Molecular formula: N3O3S
Method: DFT, ωB97M-V/def2-TZVPD

Each line ends with the natural charge from an NBO analysis.
Cartesian coordinates (Å):
S (-1.59, 0.63, 0.11)  1.06
O (-0.47, -1.71, -0.22)  -0.62
O (2.03, -0.35, -0.66)  -0.36
O (-0.87, 1.67, -0.74)  -1.02
N (1.46, 0.08, 0.24)  0.45
N (0.82, 0.55, 1.01)  -0.12
N (-1.37, -0.88, 0.25)  -0.39

Summary:
Charge ... -1
Energy above the lowest of the compared OMol25 structures with the same formula, charge and spin ... 50.9 kJ/mol
Largest force on an atom ... 0.06462 hartree/bohr
DFT total energy ... -788.08108 Eh
Frontier orbital gap (alpha / beta) ... 0.2854 / 0.2854 Ha
E_LUMO (alpha / beta) ... 4.14 / 4.14 eV


Question: Among the records above, which one has the highest largest force on an atom?
Answer: N2


Question: Which value of DFT total energy does entry 2 give?
Answer: -2486.29874 Eh